# 1
Molecular formula: C10H15AsCl2MnS4
Method: DFT, ωB97M-V/def2-TZVPD

Each line ends with the Löwdin spin population.
Positions of all 33 atoms, in Å:
As  0.321157  -1.085146  0.107194  -0.09
Mn  2.798504  -1.326389  0.072526  3.18
Cl  3.939946  1.096026  1.868751  0.01
Cl  2.935140  1.049951  -0.886398  0.01
S  4.377011  -4.339697  -0.474435  -0.23
S  2.457321  -3.417953  -0.350353  -0.22
S  5.776342  -2.928900  -0.080404  0.17
S  5.079642  -1.382016  0.607642  0.23
C  -3.097430  2.812785  -0.739284  0.00
C  0.145890  -1.272833  -1.768221  0.00
C  -1.855858  2.283288  -0.380700  -0.01
C  -2.994534  0.519296  0.740186  -0.01
C  -4.308071  2.164270  -0.419736  -0.01
C  -4.203027  1.049710  0.373753  0.00
C  -1.786475  1.108784  0.400721  -0.01
C  -0.594660  -2.672819  0.821451  -0.01
C  3.663345  2.141958  0.395656  0.01
C  -0.511471  0.574520  0.918639  -0.02
H  -3.204271  3.722483  -1.336156  0.00
H  0.010940  -3.568465  0.651214  0.00
H  -0.993879  2.867866  -0.726573  0.00
H  0.513294  -0.334651  -2.217964  0.00
H  3.019425  2.974101  0.447183  0.00
H  -0.840175  -2.592057  1.888338  0.00
H  -1.571755  -2.815925  0.370475  0.00
H  -5.227200  2.638234  -0.774474  0.00
H  0.779131  -2.004715  -2.275955  0.00
H  4.598370  2.424173  -0.112951  0.00
H  0.301378  1.333586  0.864435  0.00
H  -2.987369  -0.305633  1.455259  0.00
H  -0.833264  -1.421093  -2.066348  0.00
H  -5.115594  0.536395  0.704575  0.00
H  -0.591814  0.170870  1.921943  0.00

Atoms 1-3, force components in eV/Å:
-0.1 -0.8 0.8
-0.3 1.2 0.4
-0.6 1.6 -0.9

Values from the calculation:
⟨S²⟩ ... 4.14
Multiplicity ... 4
Kohn-Sham gap (alpha / beta) ... 4.1 / 4.1 eV
HOMO energy (alpha / beta) ... -14.1 / -14.1 eV
Charge ... +2


# 2
Molecular formula: C10H15AuO4P
Method: DFT, ωB97M-V/def2-TZVPD

Each line ends with the Löwdin spin population.
Positions of all 31 atoms, in Å:
Au  -0.188577  -1.223771  -2.081171  0.36
P  0.008223  -0.220471  0.094629  0.35
O  -2.766277  -2.500071  -1.383171  0.04
O  -0.189377  -2.640071  -4.679471  0.03
O  2.359623  -2.546671  -1.361671  0.03
O  -0.158177  2.516829  -4.074171  0.01
C  -0.153077  1.527729  -0.439671  0.11
C  1.233123  -0.041071  1.461529  0.18
C  1.368123  -2.031871  -1.641671  0.12
C  -0.396677  2.530429  0.688029  0.05
C  -0.189177  -2.090471  -3.671171  0.10
C  -1.763277  -2.003571  -1.654971  0.08
C  -0.169977  1.505729  -3.522971  0.05
C  -1.276777  -1.132071  1.078029  0.11
C  -1.541077  -0.615771  2.494929  0.05
C  2.572923  0.489129  0.958129  0.10
H  -0.665577  -0.758971  3.157529  0.01
H  -2.247577  -1.033971  0.559129  0.03
H  -0.986977  -2.201971  1.146529  0.00
H  -1.317077  2.272829  1.246529  0.00
H  0.462623  2.594329  1.382429  0.01
H  1.422523  -1.051671  1.882329  0.02
H  0.754423  1.825329  -1.003471  0.00
H  -1.037277  1.577629  -1.104571  0.02
H  3.295623  0.517729  1.800929  0.06
H  -1.839777  0.449029  2.480629  0.00
H  2.978523  -0.180071  0.170429  0.00
H  -2.374277  -1.200071  2.941029  0.02
H  0.861423  0.610729  2.275329  0.01
H  -0.533877  3.540429  0.248329  0.02
H  2.477723  1.514729  0.551729  0.01

Atoms 1-3, force components in eV/Å:
0.3 5.6 2.3
-1.1 1.6 0.5
3.6 1.5 -1.2

Values from the calculation:
⟨S²⟩ ... 2.01
Multiplicity ... 3
Relative energy (zero: lowest compared OMol25 entry of this formula, charge and spin) ... 95.8 kcal/mol
Kohn-Sham gap (alpha / beta) ... 7.3 / 5.1 eV
HOMO energy (alpha / beta) ... -20.2 / -22.7 eV
Charge ... +3


# 3
Molecular formula: C10H15B2BeF8N5
Method: DFT, ωB97M-V/def2-TZVPD

Each line ends with the Mulliken charge.
Positions of all 41 atoms, in Å:
F  1.430111  1.282127  -3.757664  -0.33
F  -0.653977  2.142100  -3.440348  -0.33
F  -2.383809  0.370852  -1.203973  -0.31
F  0.798013  2.131527  -1.700468  -0.38
F  -2.773556  -0.094026  -3.452466  -0.38
F  -4.521303  0.290721  -1.947814  -0.36
F  -3.192121  1.992798  -2.640766  -0.39
F  -0.066439  0.219770  -2.286153  -0.15
N  0.704994  2.687474  1.350068  -0.36
N  -1.997527  1.031248  1.477322  -0.19
N  -0.609816  -1.685141  -0.945829  -0.33
N  0.284224  -0.823426  1.768862  -0.24
N  2.329094  0.098679  -0.283964  -0.18
C  0.471615  -3.397188  2.186107  -0.88
C  -2.972597  1.190288  3.862699  -1.01
C  -2.220796  -2.823708  -2.653586  -0.92
C  -2.437349  1.095280  2.524587  0.39
C  -1.314325  -2.181771  -1.702754  0.51
C  2.915110  2.513751  2.702206  -0.91
C  1.655495  2.624333  1.986352  0.43
C  4.564716  -0.098174  -1.571744  -0.98
C  3.328384  0.040817  -0.833551  0.34
C  0.362653  -1.950567  1.960157  0.33
B  0.381069  1.438354  -2.877991  0.28
B  -3.220579  0.624276  -2.348657  0.43
Be  -0.359431  0.842392  -0.309327  1.52
H  -3.228664  -2.559165  -2.341331  0.27
H  4.470805  0.067937  -2.644829  0.28
H  0.890595  -3.713169  1.228123  0.26
H  5.345080  0.564279  -1.202684  0.30
H  4.941000  -1.121756  -1.521386  0.29
H  1.165853  -3.541455  3.009946  0.34
H  -0.489363  -3.857120  2.386039  0.28
H  -2.208957  1.434962  4.603481  0.28
H  3.216728  1.467409  2.735970  0.26
H  -3.827531  1.829027  4.053493  0.33
H  2.763375  2.851648  3.727583  0.33
H  -3.222691  0.164498  4.156001  0.27
H  3.716031  3.096062  2.255094  0.30
H  -2.072475  -3.898233  -2.708107  0.38
H  -1.961640  -2.347711  -3.598697  0.25

Atoms 1-3, force components in eV/Å:
0.1 -0.4 0.4
0.4 -0.4 0.1
1.3 0.3 1.1

Values from the calculation:
Multiplicity ... 1
Kohn-Sham gap ... 9.7 eV
HOMO energy ... -10.3 eV
Charge ... 0


# 4
Molecular formula: C10H15BCl17N4O2
Method: DFT, ωB97M-V/def2-TZVPD

Each line ends with the Mulliken charge.
Positions of all 49 atoms, in Å:
Cl  -5.258236  -5.288370  -3.139549  -0.08
Cl  -3.103052  -3.252912  -0.393274  -0.15
Cl  -3.357326  -7.023893  -1.820329  -0.09
Cl  4.999689  3.763618  -3.809481  -0.07
Cl  -5.985994  -3.428940  -0.436796  -0.06
Cl  3.686184  4.232812  -1.277687  -0.07
Cl  5.977340  2.473999  -1.416162  -0.08
Cl  -4.496377  -4.734510  1.663490  -0.08
Cl  -4.674401  -1.849802  1.598284  -0.11
Cl  -1.346827  3.329270  0.321623  -0.08
Cl  -6.153623  -7.121880  -1.089565  -0.08
Cl  -5.295757  -8.132847  -3.657561  -0.09
Cl  -1.324177  5.290146  -2.938572  -0.09
Cl  0.276577  3.908068  -4.909573  -0.07
Cl  3.453202  1.656776  -2.574476  -0.21
Cl  -1.112516  2.406771  -2.862086  -0.10
Cl  -2.604477  3.694984  -4.979102  -0.07
O  -1.225235  -1.769718  1.649664  -0.39
O  -0.243691  3.281052  2.613446  -0.34
N  -0.348302  0.321046  -0.694885  -0.42
N  1.818127  0.737724  -0.060813  0.47
N  0.291870  0.219556  1.648425  0.53
N  4.075947  2.635023  2.311655  -0.52
C  2.972430  0.870786  0.850150  -0.51
C  -4.569092  -3.317453  0.610343  0.36
C  1.252179  -2.224290  2.357701  -0.86
C  0.598904  0.445248  0.296800  -0.01
C  2.826292  1.989844  1.939030  0.00
C  -0.724433  2.569697  1.830800  0.27
C  -0.834372  1.049519  2.150159  -0.69
C  -1.192725  3.831055  -3.928355  0.31
C  4.534969  3.040126  -2.270726  0.37
C  -5.017257  -6.893028  -2.427508  0.34
B  0.063621  -1.267104  1.888871  0.14
H  1.521225  -2.891962  1.503040  0.35
H  2.142058  -1.647192  2.673891  0.28
H  0.863179  -2.868241  3.175112  0.30
H  3.907524  1.020292  0.268290  0.33
H  -1.844490  0.701698  1.837303  0.48
H  -0.810706  0.977061  3.258244  0.49
H  -0.001445  0.588880  -1.612623  0.11
H  4.360223  2.415270  3.258405  0.28
H  1.998393  0.855081  -1.061623  -0.09
H  -1.234803  0.766896  -0.461814  0.34
H  2.417234  1.500070  2.852340  0.23
H  3.100725  -0.121136  1.338890  0.03
H  4.824574  2.475531  1.645557  0.23
H  -1.237876  -1.913326  0.677436  0.24
H  2.034725  2.698706  1.603610  -0.03

Atoms 1-3, force components in eV/Å:
0.1 -0.2 -0.1
-0.1 -0.1 -0.2
-0.1 0.0 0.0

Values from the calculation:
Multiplicity ... 1
Kohn-Sham gap ... 8.6 eV
HOMO energy ... -12.2 eV
Charge ... +1